No. 1
Computed, not measured: one molecule with the formula C3H5NO2, with ωB97M-V with the def2-TZVPD basis set.

Structure (ORCA input):
```
! wB97M-V def2-TZVPD RIJCOSX def2/J DEFGRID3
* xyz 0 1
H 3.41 0.07 -0.07
N 2.68 0.75 0.15
C 1.60 0.14 0.36
O 0.46 0.89 0.65
C -0.73 0.15 0.63
C -1.87 0.02 -0.52
O -0.69 -1.03 0.80
H 1.42 -0.93 0.32
H -2.84 0.03 -0.04
H -1.64 0.84 -1.16
H -1.79 -0.93 -1.12
*
```

Summary:
Relative energy (zero: lowest compared OMol25 entry of this formula, charge and spin), kJ/mol: 323.8
Calculated total energy, eV: -8774.339
SMILES: [H]/N=C/OC(C)=O
Orbital gap, eV: 9.92
E_HOMO, eV: -9.9

Atomic partial charges in e from the natural (NBO) method, atoms 1 to 8: H 0.35; N -0.63; C 0.38; O -0.52; C 0.75; C -0.62; O -0.55; H 0.18


No. 2
Computed, not measured: one molecule with the formula C3H5NO2, with ωB97M-V with the def2-TZVPD basis set.

Structure (ORCA input):
```
! wB97M-V def2-TZVPD RIJCOSX def2/J DEFGRID3
* xyz 0 1
N -1.31 0.87 0.73
C -1.09 -0.37 0.23
O -1.91 -1.25 0.06
C 0.38 -0.60 -0.19
C 1.75 0.56 -0.80
O 1.29 0.25 0.50
H -0.51 1.44 0.96
H -2.22 1.09 1.10
H 0.66 -1.65 -0.18
H 2.47 -0.27 -1.05
H 0.41 -0.18 -1.29
*
```

Summary:
Relative energy (zero: lowest compared OMol25 entry of this formula, charge and spin), kJ/mol: 456.5
Calculated total energy, eV: -8772.964
Orbital gap, eV: 9.34
E_HOMO, eV: -9.2

Atomic partial charges in e from the natural (NBO) method, atoms 1 to 8: N -0.81; C 0.65; O -0.59; C -0.18; C 0.08; O -0.56; H 0.42; H 0.41


No. 3
Computed, not measured: C3H5NO2 as an isolated structure, with ωB97M-V with the def2-TZVPD basis set.

Structure (ORCA input):
```
! wB97M-V def2-TZVPD RIJCOSX def2/J DEFGRID3
* xyz 0 1
C -1.09 1.60 -0.16
N 0.75 0.37 -0.08
C 0.24 -0.80 0.18
O -0.81 -1.32 0.52
C 1.43 -1.81 0.00
O 1.88 -2.13 -1.05
H -1.70 0.74 -0.41
H -1.50 2.16 0.69
H -0.81 2.22 -1.01
H -0.04 1.29 0.34
H 1.66 -2.30 0.97
*
```

Summary:
Relative energy (zero: lowest compared OMol25 entry of this formula, charge and spin), kJ/mol: 476.1
Calculated total energy, eV: -8772.760
Orbital gap (spin up / spin down), eV: 8.15 / 8.15
E_HOMO (spin up / spin down), eV: -9.7 / -9.7

Atomic partial charges in e from the natural (NBO) method, atoms 1 to 8: C -0.60; N -0.36; C 0.47; O -0.60; C 0.41; O -0.45; H 0.25; H 0.24


No. 4
Computed, not measured: one molecule with the formula C3H5NO2, with ωB97M-V with the def2-TZVPD basis set.

Structure (ORCA input):
```
! wB97M-V def2-TZVPD RIJCOSX def2/J DEFGRID3
* xyz 0 1
O 2.10 -1.22 0.14
C 1.02 -0.71 0.00
N -0.22 -1.36 0.02
C -1.06 -0.17 -0.17
C 0.17 0.70 0.07
O 0.32 1.78 -0.77
H -0.40 -1.93 0.83
H -1.89 -0.10 0.54
H -1.47 -0.07 -1.19
H 0.22 0.97 1.14
H 1.21 2.11 -0.61
*
```

Summary:
Relative energy (zero: lowest compared OMol25 entry of this formula, charge and spin), kJ/mol: 167.9
Calculated total energy, eV: -8775.955
SMILES: O=C1NC[C@@H]1O
Orbital gap, eV: 10.08
E_HOMO, eV: -9.5

Atomic partial charges in e from the natural (NBO) method, atoms 1 to 8: O -0.55; C 0.65; N -0.63; C -0.24; C 0.01; O -0.69; H 0.39; H 0.20


No. 5
Computed, not measured: C3H5NO2 as an isolated structure, with ωB97M-V with the def2-TZVPD basis set.

Structure (ORCA input):
```
! wB97M-V def2-TZVPD RIJCOSX def2/J DEFGRID3
* xyz 0 1
O 1.16 2.12 0.06
C 0.42 1.02 0.35
C -1.28 -0.73 -0.08
N -0.47 -1.34 0.76
C 0.82 -0.23 -0.08
O 1.49 -0.80 -0.89
H 1.64 1.97 -0.77
H -0.23 1.14 1.20
H -1.98 0.02 0.29
H -1.39 -1.02 -1.13
H -0.05 -2.16 0.32
*
```

Summary:
Relative energy (zero: lowest compared OMol25 entry of this formula, charge and spin), kJ/mol: 393.9
Calculated total energy, eV: -8773.612
Orbital gap (spin up / spin down), eV: 8.48 / 8.48
E_HOMO (spin up / spin down), eV: -8.2 / -8.2

Atomic partial charges in e from the natural (NBO) method, atoms 1 to 8: O -0.66; C -0.05; C -0.04; N -0.64; C 0.53; O -0.58; H 0.49; H 0.21


No. 6
Computed, not measured: one molecule with the formula C3H5NO2, with ωB97M-V with the def2-TZVPD basis set.

Structure (ORCA input):
```
! wB97M-V def2-TZVPD RIJCOSX def2/J DEFGRID3
* xyz 0 1
N -1.93 -0.35 0.29
C -0.79 0.31 -0.05
O -0.77 1.40 -0.57
C 0.50 -0.41 0.36
C 2.22 0.93 -0.37
O 1.48 -0.12 -0.62
H -1.92 -1.33 0.53
H -2.81 0.06 0.01
H 0.38 -1.50 0.41
H 0.84 -0.01 1.33
H 2.80 1.02 -1.31
*
```

Summary:
Relative energy (zero: lowest compared OMol25 entry of this formula, charge and spin), kJ/mol: 328.4
Calculated total energy, eV: -8774.291
Orbital gap, eV: 9.33
E_HOMO, eV: -8.7

Atomic partial charges in e from the natural (NBO) method, atoms 1 to 8: N -0.82; C 0.64; O -0.58; C -0.18; C 0.10; O -0.47; H 0.39; H 0.41


No. 7
Computed, not measured: one molecule with the formula C3H5NO2, with ωB97M-V with the def2-TZVPD basis set.

Structure (ORCA input):
```
! wB97M-V def2-TZVPD RIJCOSX def2/J DEFGRID3
* xyz 0 1
C 0.52 0.84 1.63
C -0.49 0.85 0.47
O -1.42 1.58 0.29
N -0.27 -0.15 -0.50
C 0.70 -1.01 -1.13
O 0.86 -2.13 -0.81
H 0.91 -0.17 1.63
H -0.08 1.06 2.51
H 1.31 1.57 1.49
H -1.18 -0.53 -0.77
H 1.15 -0.49 -1.99
*
```

Summary:
Relative energy (zero: lowest compared OMol25 entry of this formula, charge and spin), kJ/mol: 135.1
Calculated total energy, eV: -8776.294
SMILES: CC(=O)NC=O
Orbital gap, eV: 10.57
E_HOMO, eV: -10.1

Atomic partial charges in e from the natural (NBO) method, atoms 1 to 8: C -0.72; C 0.71; O -0.56; N -0.78; C 0.57; O -0.48; H 0.23; H 0.25


No. 8
Computed, not measured: one molecule with the formula C3H5NO2, with ωB97M-V with the def2-TZVPD basis set.

Structure (ORCA input):
```
! wB97M-V def2-TZVPD RIJCOSX def2/J DEFGRID3
* xyz 0 1
H -0.22 2.51 -0.40
N -0.01 1.53 -0.60
C -0.87 0.77 -0.07
C -0.73 -0.73 -0.19
O 0.59 -1.07 -0.57
C 1.53 -0.70 0.31
O 1.31 -0.32 1.43
H -1.74 1.12 0.51
H -1.02 -1.21 0.75
H -1.36 -1.11 -0.99
H 2.52 -0.80 -0.16
*
```

Summary:
Relative energy (zero: lowest compared OMol25 entry of this formula, charge and spin), kJ/mol: 128.0
Calculated total energy, eV: -8776.368
SMILES: [H]/N=C/COC=O
Orbital gap, eV: 11.41
E_HOMO, eV: -10.4

Atomic partial charges in e from the natural (NBO) method, atoms 1 to 8: H 0.34; N -0.61; C 0.12; C -0.15; O -0.49; C 0.66; O -0.59; H 0.16


No. 9
Computed, not measured: one molecule with the formula C3H5NO2, with ωB97M-V with the def2-TZVPD basis set.

Structure (ORCA input):
```
! wB97M-V def2-TZVPD RIJCOSX def2/J DEFGRID3
* xyz 0 1
C 0.12 1.51 -0.79
C -0.53 0.36 -0.06
O -1.73 0.23 0.22
C 0.44 -0.78 0.27
N 0.11 -1.64 1.27
O 1.39 -0.94 -0.57
H 1.18 1.88 -0.57
H -0.60 2.39 -0.34
H -0.19 1.31 -2.01
H -0.83 -1.71 1.58
H 0.65 -2.61 1.00
*
```

Summary:
Relative energy (zero: lowest compared OMol25 entry of this formula, charge and spin), kJ/mol: 178.3
Calculated total energy, eV: -8775.846
SMILES: CC(=O)C(N)=O
Orbital gap, eV: 9.80
E_HOMO, eV: -9.9

Atomic partial charges in e from the natural (NBO) method, atoms 1 to 8: C -0.73; C 0.50; O -0.53; C 0.55; N -0.80; O -0.60; H 0.27; H 0.24


No. 10
Computed, not measured: a 3-piece molecular cluster, C3H5NO2 overall, with ωB97M-V with the def2-TZVPD basis set.

Structure (ORCA input):
```
! wB97M-V def2-TZVPD RIJCOSX def2/J DEFGRID3
* xyz 0 1
C -1.25 -0.23 -1.74
N -2.06 -0.99 -1.41
H -0.46 0.46 -1.96
C 0.74 1.59 0.33
O 1.09 1.29 -0.79
H -0.33 1.65 0.63
H 1.47 1.84 1.12
C 0.20 -1.41 0.95
O 0.28 -0.56 1.80
H -0.56 -2.21 0.99
H 0.88 -1.43 0.08
*
```

Summary:
Relative energy (zero: lowest compared OMol25 entry of this formula, charge and spin), kJ/mol: 287.8
Calculated total energy, eV: -8774.712
SMILES: C#N.C=O.C=O
Orbital gap, eV: 11.06
E_HOMO, eV: -10.6

Atomic partial charges in e from the natural (NBO) method, atoms 1 to 8: C 0.06; N -0.34; H 0.26; C 0.30; O -0.56; H 0.12; H 0.13; C 0.29


Which value of relative energy (zero: lowest compared OMol25 entry of this formula, charge and spin) does entry 10 give? 287.8 kJ/mol


Which formula does entry 5 have? C3H5NO2